{
  "formula": "C5H11NO",
  "method": "ωB97M-V/def2-TZVPD",
  "homo_energy_ev": -9.6,
  "orbital_gap_ev": 10.455,
  "relative_energy_kj_mol": 2.5,
  "smiles": "CCCNC(C)=O",
  "lumo_ev": 0.87,
  "elements": ["C", "C", "C", "N", "C", "O", "C", "H", "H", "H", "H", "H", "H", "H", "H", "H", "H", "H"],
  "xyz": [[1.3427, -0.5749, 1.7691], [-0.1429, -0.2267, 1.7654], [-0.4815, 0.9434, 0.8399], [-0.1108, 0.7161, -0.5470], [-0.8588, -0.0841, -1.3567], [-1.8820, -0.6277, -0.9698], [-0.3475, -0.2510, -2.7754], [1.5663, -1.3619, 2.4964], [1.6636, -0.9328, 0.7844], [1.9562, 0.2986, 2.0257], [-0.7373, -1.0923, 1.4527], [-0.4696, 0.0378, 2.7794], [-1.5585, 1.1361, 0.8686], [0.0342, 1.8518, 1.1733], [0.7520, 1.1008, -0.8948], [-0.1237, -1.3075, -2.9480], [0.5440, 0.3435, -2.9970], [-1.1464, 0.0309, -3.4661]],
  "forces_ev_per_a": [[0.1, 0.0, 0.0], [-0.1, 0.0, 0.0], [-0.1, 0.1, 0.1], [0.0, -0.1, -0.1], [0.0, 0.0, 0.0], [0.3, 0.2, -0.1], [0.0, 0.0, -0.1], [0.0, 0.1, -0.1], [0.0, 0.1, 0.1], [-0.1, -0.1, 0.0], [0.1, 0.1, 0.1], [0.0, 0.0, -0.2], [0.1, 0.0, 0.0], [-0.1, -0.1, 0.0], [-0.1, -0.1, 0.0], [0.0, 0.1, 0.1], [-0.1, -0.1, 0.1], [0.1, 0.0, 0.1]]
}